P | Formula: C8H14ClO9PbS
Source: the OMol25 dataset
Level of theory: ωB97M-V with the def2-TZVPD basis set

```
34
Properties=species:S:1:pos:R:3:lowdin_charge:R:1
Pb -1.736 -1.556 1.627 1.607
O -3.957 -4.414 4.381 -0.337
Cl -4.030 -3.275 3.518 0.620
O -5.392 -2.900 3.264 -0.349
O -3.306 -2.155 4.104 -0.458
O -3.377 -3.599 2.238 -0.505
O 0.758 -2.569 -1.680 0.050
C 0.195 -2.437 -0.612 -0.641
O -1.056 -2.105 -0.475 -0.241
C 1.006 -2.596 0.728 -0.615
O 2.179 -2.893 0.679 0.063
O 0.344 -2.338 1.823 -0.239
C 3.606 1.006 -0.779 -0.108
C 2.938 1.681 0.422 -0.299
C 1.474 2.033 0.147 -0.332
S 0.523 0.485 -0.004 0.970
O -0.734 0.682 0.834 -0.658
C 0.018 0.515 -1.752 -0.313
C -1.334 1.173 -1.970 -0.278
C -1.343 2.684 -1.752 -0.111
H 4.685 0.931 -0.636 0.071
H 3.426 1.575 -1.696 0.071
H 3.223 -0.010 -0.918 0.076
H 3.478 2.588 0.703 0.103
H 2.978 1.001 1.277 0.109
H 1.369 2.634 -0.756 0.080
H 1.002 2.548 0.985 0.093
H -0.010 -0.545 -2.020 0.060
H 0.824 1.001 -2.306 0.096
H -2.055 0.707 -1.298 0.100
H -1.646 0.942 -2.990 0.114
H -1.104 2.927 -0.715 0.061
H -2.329 3.096 -1.970 0.070
H -0.619 3.183 -2.403 0.072
```

Calculated values
HOMO level = -6.224 eV
Charge = -1

Q | Formula: C8H14ClO9PbS
Source: the OMol25 dataset
Level of theory: ωB97M-V with the def2-TZVPD basis set

```
34
Properties=species:S:1:pos:R:3:lowdin_charge:R:1
Pb 1.020 0.880 -0.592 1.499
O 1.577 -2.013 2.303 -0.343
Cl 1.732 -0.580 2.321 0.671
O 1.843 -0.090 3.661 -0.313
O 2.881 -0.184 1.520 -0.412
O 0.526 0.023 1.685 -0.488
O -3.210 0.900 -0.762 0.068
C -2.029 1.160 -0.693 -0.552
O -1.078 0.320 -1.003 -0.284
C -1.523 2.580 -0.229 -0.590
O -2.328 3.456 -0.005 0.063
O -0.230 2.686 -0.151 -0.259
C -2.040 -4.590 1.359 -0.118
C -0.538 -4.378 1.542 -0.296
C 0.169 -3.902 0.278 -0.349
S -0.411 -2.264 -0.211 0.950
O 0.819 -1.628 -0.853 -0.666
C -1.578 -2.669 -1.548 -0.328
C -0.951 -2.588 -2.928 -0.287
C -0.013 -3.746 -3.257 -0.113
H -2.479 -5.061 2.240 0.068
H -2.247 -5.237 0.501 0.069
H -2.561 -3.643 1.199 0.072
H -0.071 -5.312 1.862 0.108
H -0.357 -3.645 2.331 0.096
H 0.054 -4.601 -0.553 0.082
H 1.228 -3.723 0.462 0.085
H -2.372 -1.929 -1.443 0.081
H -1.973 -3.665 -1.330 0.079
H -0.409 -1.647 -2.998 0.094
H -1.766 -2.540 -3.654 0.111
H 0.891 -3.697 -2.647 0.065
H 0.291 -3.712 -4.305 0.067
H -0.495 -4.713 -3.083 0.070
```

Calculated values
HOMO level = -5.783 eV
Charge = -1

Of them, the most stable is Q and the least stable is P.

P | Formula: CH4O2S
Source: the OMol25 dataset
Level of theory: ωB97M-V with the def2-TZVPD basis set

```
8
Properties=species:S:1:pos:R:3:lowdin_charge:R:1
S 0.883 1.139 4.673 0.460
H 0.979 0.108 3.827 -0.229
H 1.133 0.389 5.752 -0.231
O -0.153 -0.630 -2.487 0.070
C -0.452 -1.151 -3.520 -0.398
O -1.212 -0.577 -4.466 0.073
H -0.152 -2.153 -3.841 0.138
H -1.428 0.306 -4.134 0.117
```

Calculated values
HOMO level = -9.725 eV
SMILES = O=CO.S

Q | Formula: CH4O2S
Source: the OMol25 dataset
Level of theory: ωB97M-V with the def2-TZVPD basis set

```
8
Properties=species:S:1:pos:R:3:lowdin_charge:R:1
C -0.457 -0.378 -0.387 -0.133
O 1.894 -0.883 -1.666 -0.401
O 1.236 1.454 -1.148 -0.401
S 1.367 0.075 -0.693 0.681
H -0.949 0.482 -0.749 0.021
H -0.565 -1.222 -1.186 0.094
H -0.620 -0.626 0.640 0.033
H 2.291 -0.079 1.805 0.105
```

Calculated values
HOMO level (alpha / beta) = -11.270 / -9.867 eV

R | Formula: CH4O2S
Source: the OMol25 dataset
Level of theory: ωB97M-V with the def2-TZVPD basis set

```
8
Properties=species:S:1:pos:R:3:lowdin_charge:R:1
C 0.455 0.877 0.037 -0.295
O 0.483 -1.955 0.018 -0.258
O -2.136 0.768 0.096 -0.518
S -1.010 -0.099 -0.378 0.976
H 0.247 1.460 0.928 0.052
H 0.669 1.548 -0.791 0.048
H 1.275 0.184 0.186 0.025
H 0.016 -2.782 -0.095 -0.031
```

Calculated values
HOMO level (alpha / beta) = -9.297 / -10.470 eV

Of them, the most stable is P and the least stable is Q.

P | Formula: C5H10S
Source: the OMol25 dataset
Level of theory: ωB97M-V with the def2-TZVPD basis set

```
16
Properties=species:S:1:pos:R:3:lowdin_charge:R:1
C 1.024 -0.585 0.821 -0.085
C 0.222 0.369 -0.188 -0.856
C 0.946 0.203 -1.570 -0.109
C -1.170 -0.008 -0.241 -0.279
C -1.806 -0.598 0.801 0.005
H 0.689 -0.534 1.824 0.040
H 2.119 -0.357 0.718 0.094
H 0.772 -1.579 0.458 0.080
H 2.029 0.446 -1.549 0.082
H 0.692 -0.828 -1.884 0.086
H 0.518 0.831 -2.416 0.092
H -0.249 1.916 1.607 -0.126
H -1.775 0.190 -1.161 0.124
H -2.823 -1.017 0.675 0.066
H -1.333 -0.615 1.769 0.046
S 0.146 2.166 0.337 0.738
```

Calculated values
HOMO level = -8.638 eV
SMILES = C=CC(C)(C)S

Q | Formula: C5H10S
Source: the OMol25 dataset
Level of theory: ωB97M-V with the def2-TZVPD basis set

```
16
Properties=species:S:1:pos:R:3:lowdin_charge:R:1
C -2.400 0.407 -0.104 -0.392
C -0.080 -0.322 0.442 -0.775
C 1.034 -1.159 0.252 -0.336
C 1.722 -0.193 -0.654 -0.187
C 0.771 0.939 -0.135 -0.116
H -1.763 1.497 0.009 0.114
H -3.171 0.618 -0.823 0.010
H -2.889 0.329 0.866 0.019
H -0.326 -0.214 1.460 0.091
H 1.688 -1.516 1.125 0.146
H 0.764 -2.167 -0.074 0.085
H 2.723 0.203 -0.562 0.097
H 1.574 -0.499 -1.677 0.100
H 1.342 1.236 0.829 0.126
H 0.361 1.900 -0.579 0.107
S -1.350 -1.057 -0.376 0.912
```

Calculated values
HOMO level = -8.456 eV
SMILES = CSC1CCC1

R | Formula: C5H10S
Source: the OMol25 dataset
Level of theory: ωB97M-V with the def2-TZVPD basis set

```
16
Properties=species:S:1:pos:R:3:lowdin_charge:R:1
C 1.457 -0.738 -0.480 -0.198
C 1.205 0.703 0.189 -0.268
C -0.259 1.119 -0.097 -0.261
C -1.056 -0.217 -0.375 -0.682
C -1.879 -0.527 0.777 -0.539
H 1.571 -0.970 -1.756 0.151
H 2.528 -0.981 -0.339 0.032
H 0.556 -1.489 0.065 0.134
H 1.485 0.686 1.459 0.152
H 2.289 1.428 -0.288 0.174
H -0.865 1.804 0.380 0.069
H -0.101 1.507 -1.052 0.077
H -0.585 -1.001 -0.949 0.065
H -2.130 -1.465 1.124 0.036
H -1.481 -0.078 1.838 0.153
S -2.734 0.221 -0.495 0.905
```

Calculated values
HOMO level = -8.680 eV

Of them, the most stable is P and the least stable is R.

P | Formula: C4H10S2
Source: the OMol25 dataset
Level of theory: ωB97M-V with the def2-TZVPD basis set

```
16
Properties=species:S:1:pos:R:3:lowdin_charge:R:1
C -0.409 -1.051 -1.061 -0.125
C -0.452 -0.537 1.414 -0.140
C 0.388 2.087 -0.687 -0.419
C 0.130 -0.545 0.033 -0.718
S -2.936 0.410 -0.872 0.551
S 1.423 0.664 -0.175 0.800
H -1.274 -1.639 -1.043 0.012
H -4.273 0.762 -0.810 -0.181
H 0.004 -1.050 -2.063 0.070
H -0.947 -1.450 1.686 0.066
H -1.281 0.187 1.330 0.043
H 0.327 -0.345 2.207 0.090
H -0.641 2.108 -0.177 0.027
H 0.399 2.296 -1.766 0.023
H 1.022 2.991 -0.217 0.062
H -3.267 0.202 -2.190 -0.160
```

Calculated values
HOMO level = -8.508 eV
SMILES = C=C(C)SC.S

Q | Formula: C4H10S2
Source: the OMol25 dataset
Level of theory: ωB97M-V with the def2-TZVPD basis set

```
16
Properties=species:S:1:pos:R:3:lowdin_charge:R:1
C 0.509 0.496 1.548 -0.157
C 0.381 1.110 -0.918 -0.158
C -0.795 -1.324 -0.144 -0.507
C 0.610 0.044 0.118 -0.837
S -2.381 -0.657 0.288 0.697
S 2.136 -0.864 -0.247 0.746
H 0.838 -0.283 2.232 0.071
H 1.134 1.376 1.702 0.084
H -0.520 0.755 1.787 0.048
H 0.258 0.666 -1.908 0.078
H -0.506 1.697 -0.673 0.076
H 1.244 1.777 -0.955 0.080
H -0.541 -2.115 0.547 0.029
H -0.716 -1.608 -1.182 0.037
H -2.517 0.133 -0.775 -0.148
H 1.907 -1.868 0.604 -0.138
```

Calculated values
HOMO level = -8.284 eV

R | Formula: C4H10S2
Source: the OMol25 dataset
Level of theory: ωB97M-V with the def2-TZVPD basis set

```
16
Properties=species:S:1:pos:R:3:lowdin_charge:R:1
C -2.134 -1.727 -0.485 -0.199
C -1.745 -0.516 0.327 -0.598
S -1.926 0.958 -0.780 0.475
S 0.117 1.524 -0.813 0.467
C 1.356 1.235 0.488 -0.614
C 2.680 0.894 -0.197 -0.172
H -1.968 -2.671 0.038 0.070
H -3.209 -1.726 -0.681 0.072
H -1.461 -1.696 -1.337 0.066
H -2.369 -0.340 1.205 0.066
H -0.705 -0.643 0.607 0.031
H 0.907 0.392 1.063 0.054
H 1.485 1.995 1.281 0.075
H 2.536 -0.095 -0.608 0.068
H 3.126 1.673 -0.789 0.069
H 3.309 0.743 0.682 0.072
```

Calculated values
HOMO level = -7.871 eV
SMILES = CCSSCC

Of them, the most stable is Q and the least stable is P.

P | Formula: C5H12NO
Source: the OMol25 dataset
Level of theory: ωB97M-V with the def2-TZVPD basis set

```
19
Properties=species:S:1:pos:R:3:lowdin_charge:R:1
C -1.728 2.975 0.024 -0.488
N -0.495 3.543 -0.484 -0.280
C 0.497 -0.859 0.444 -0.154
C 0.927 -1.968 -0.256 -0.031
C 1.559 -3.100 0.470 -0.535
O 1.138 -3.200 1.725 -0.277
C -0.032 0.343 -0.303 -0.091
H -2.570 3.693 0.111 0.016
H -1.556 2.467 0.996 0.022
H -2.169 2.179 -0.601 0.012
H -0.372 3.214 -1.443 -0.126
H 0.841 -0.690 1.454 0.144
H -0.304 -1.782 0.477 0.228
H 0.578 -2.040 -1.289 0.138
H 1.513 -4.026 -0.150 0.101
H 2.653 -2.804 0.372 0.129
H 0.256 0.352 -1.345 0.075
H 0.375 1.303 0.054 0.060
H -1.111 0.401 -0.257 0.058
```

Calculated values
HOMO level = -1.490 eV
Charge = -1

Q | Formula: C5H12NO
Source: the OMol25 dataset
Level of theory: ωB97M-V with the def2-TZVPD basis set

```
19
Properties=species:S:1:pos:R:3:lowdin_charge:R:1
C 1.327 -0.256 1.654 -0.599
O 1.180 -0.505 2.944 -0.350
C 0.352 0.829 1.105 -0.232
C 0.372 1.086 -0.412 -0.237
C 0.261 -0.174 -1.266 -0.246
C -0.861 -1.130 -0.876 -0.301
N -2.187 -0.498 -0.767 -0.014
H 1.232 -1.143 0.958 0.067
H 2.350 0.133 1.313 0.083
H 0.630 1.770 1.607 0.095
H -0.651 0.601 1.472 0.079
H 1.329 1.580 -0.631 0.096
H -0.435 1.767 -0.691 0.083
H 0.066 0.096 -2.319 0.095
H 1.178 -0.748 -1.352 0.095
H -0.644 -1.652 0.050 0.099
H -0.931 -1.887 -1.665 0.090
H -2.322 -0.213 0.196 0.049
H -2.245 0.344 -1.323 0.047
```

Calculated values
HOMO level = -2.245 eV
Charge = -1
SMILES = NCCCCC[O-]

Of them, the most stable is Q and the least stable is P.

P | Formula: C5H12NO
Source: the OMol25 dataset
Level of theory: ωB97M-V with the def2-TZVPD basis set

```
19
Properties=species:S:1:pos:R:3:lowdin_charge:R:1
C 1.100 0.092 2.332 -0.603
O 0.495 0.211 3.509 -0.360
C 0.265 0.477 1.059 -0.240
C 1.027 0.295 -0.266 -0.214
C 0.132 0.542 -1.498 -0.296
C -2.598 -1.128 -2.215 -0.085
N 0.185 -0.170 -2.652 0.010
H 2.062 0.701 2.262 0.077
H 1.461 -0.993 2.102 0.084
H -0.068 1.538 1.198 0.107
H -0.646 -0.108 1.081 0.086
H 1.909 0.985 -0.266 0.124
H 1.443 -0.681 -0.361 0.088
H -0.550 1.443 -1.418 0.124
H -0.209 -0.656 -1.709 0.034
H -1.878 -1.203 -1.416 -0.031
H -1.886 -0.674 -3.036 0.030
H -3.072 -2.143 -2.493 0.040
H -3.378 -0.375 -1.918 0.025
```

Calculated values
HOMO level = -2.514 eV
Charge = -1

Q | Formula: C5H12NO
Source: the OMol25 dataset
Level of theory: ωB97M-V with the def2-TZVPD basis set

```
19
Properties=species:S:1:pos:R:3:lowdin_charge:R:1
C 0.197 -0.072 -0.008 -0.245
N -0.420 -0.601 -1.274 -0.104
C 0.504 -0.744 -2.456 -0.616
O 1.500 -1.586 -2.265 -0.346
C -0.741 0.996 0.591 -0.232
C -1.103 0.927 2.105 -0.294
C 0.114 0.946 2.995 -0.135
H 0.478 -0.932 0.587 0.097
H 1.101 0.498 -0.241 0.100
H -0.612 -1.529 -0.905 0.064
H -0.139 -1.172 -3.279 0.066
H 0.684 0.394 -2.632 0.083
H -1.680 0.982 0.046 0.081
H -0.425 2.041 0.432 0.095
H -1.757 1.801 2.268 0.093
H -1.778 0.059 2.157 0.099
H 0.682 0.015 2.905 0.067
H -0.059 1.056 4.065 0.052
H 0.731 1.815 2.713 0.077
```

Calculated values
HOMO level = -2.364 eV
Charge = -1
SMILES = CCCCNC[O-]

R | Formula: C5H12NO
Source: the OMol25 dataset
Level of theory: ωB97M-V with the def2-TZVPD basis set

```
19
Properties=species:S:1:pos:R:3:lowdin_charge:R:1
C 2.337 1.424 0.006 -0.119
C 1.109 0.998 0.775 -0.300
N 0.549 -0.180 0.030 -0.085
C -1.114 -2.038 0.351 -0.091
C -0.874 -0.532 0.209 -0.425
C -1.766 0.119 -0.953 -0.550
O -3.079 0.182 -0.787 -0.337
H 1.959 1.600 -1.008 0.072
H 3.042 0.588 0.070 0.067
H 2.857 2.267 0.479 0.061
H 0.314 1.732 0.900 0.099
H 1.280 0.515 1.750 0.103
H 0.626 -0.005 -0.971 0.069
H -2.136 -2.337 0.561 0.063
H -0.742 -2.448 -0.597 0.060
H -0.424 -2.372 1.139 0.053
H -1.251 -0.038 1.109 0.116
H -1.288 1.076 -1.249 0.066
H -1.398 -0.552 -1.815 0.078
```

Calculated values
HOMO level = -2.260 eV
Charge = -1
SMILES = CCN[C@H](C)C[O-]

Of them, the most stable is R and the least stable is P.